[1]
The following is a quantum chemistry calculation of C17H16Br2N5O2SV as an isolated structure, from the OMol25 dataset.

XYZ file:
```
44
Properties=species:S:1:pos:R:3:nbo_charge:R:1
V -0.153 -0.371 0.805 1.49
C 2.841 1.239 0.876 -0.66
C 2.833 -0.005 0.045 0.30
C 3.974 -0.467 -0.624 -0.25
C 3.927 -1.629 -1.354 -0.04
C 2.732 -2.368 -1.436 -0.14
C 2.552 -3.598 -2.137 -0.04
Br 3.982 -4.349 -3.089 0.16
C 1.345 -4.236 -2.117 -0.24
C 0.243 -3.692 -1.414 -0.09
Br -1.383 -4.613 -1.393 0.16
C 0.375 -2.500 -0.756 0.18
O -0.630 -1.890 -0.063 -0.71
C 1.624 -1.845 -0.755 0.19
N 1.688 -0.680 -0.033 -0.58
H 3.818 1.714 0.871 0.26
H 2.593 1.005 1.916 0.24
H 2.115 1.964 0.500 0.24
H 4.890 0.102 -0.549 0.25
H 4.810 -1.988 -1.867 0.26
H 1.212 -5.172 -2.642 0.27
N -3.871 5.342 -1.167 -0.79
C -2.764 4.817 -1.722 0.63
O -2.200 5.270 -2.691 -0.55
C -2.183 3.561 -1.080 -0.01
C -1.132 2.965 -1.770 -0.18
C -0.532 1.842 -1.250 0.07
N -0.930 1.302 -0.084 -0.58
C -1.948 1.870 0.584 0.05
C -2.596 2.996 0.122 -0.20
H -4.264 6.166 -1.596 0.43
H -4.367 4.924 -0.403 0.40
H -0.802 3.401 -2.703 0.29
H 0.286 1.345 -1.756 0.23
H -2.238 1.405 1.522 0.21
H -3.397 3.411 0.717 0.24
N -2.195 -1.508 4.309 -0.73
C -1.282 -1.907 3.443 0.39
N -1.342 -3.098 2.887 -0.72
S 0.072 -0.837 3.107 -0.19
H -2.924 -2.124 4.643 0.43
H -2.050 -0.645 4.808 0.44
H -2.079 -3.759 3.092 0.43
H -0.652 -3.362 2.201 0.44
```

For the electronic energy, the calculation gives -7571.51260 a.u. The total charge is +2. The strongest force on any atom is 0.5 eV/A. The expectation value of S² is 2.0213. The spin multiplicity is 3. The calculation puts the LUMO energy (spin up / spin down) at -7.30 / -6.65 eV. Its HOMO-LUMO gap (spin up / spin down) is 6.644 / 7.298 eV.

[2]
The following is a quantum chemistry calculation of C17H16BrClIn as an isolated structure, from the OMol25 dataset.

XYZ file:
```
36
Properties=species:S:1:pos:R:3:nbo_charge:R:1
C 1.673 0.511 -3.199 -0.28
C 0.504 1.289 -3.034 -0.32
C 0.662 2.078 -1.822 -0.53
H -0.326 1.380 -3.726 0.23
C 1.971 1.751 -1.272 -0.32
C 2.563 0.783 -2.114 -0.30
H 3.548 0.343 -1.989 0.21
H 1.896 -0.143 -4.038 0.21
H 0.045 2.933 -1.537 0.24
H 2.426 2.238 -0.416 0.21
In -0.283 0.292 -0.539 1.45
Br -2.682 0.427 -1.177 -0.52
C -0.027 -2.553 -0.140 -0.40
C 1.388 -2.524 -0.354 -0.36
C 1.621 -2.528 -1.748 -0.32
H 2.148 -2.528 0.430 0.19
C 0.359 -2.562 -2.412 -0.36
C -0.660 -2.575 -1.423 -0.35
H -1.737 -2.642 -1.597 0.21
H -0.533 -2.585 0.829 0.21
H 2.600 -2.518 -2.237 0.19
H 0.207 -2.575 -3.496 0.20
Cl -0.411 -1.744 3.515 0.01
C -1.063 -0.188 3.213 -0.08
C -2.261 0.156 3.817 -0.21
C -2.912 1.342 3.462 -0.25
C -2.374 2.156 2.462 -0.19
C -1.151 1.841 1.889 -0.23
C -0.442 0.674 2.265 -0.05
C 0.749 0.325 1.505 -0.83
H -2.708 -0.514 4.544 0.22
H -3.840 1.629 3.948 0.21
H -2.908 3.038 2.117 0.21
H -0.770 2.463 1.081 0.21
H 1.481 1.135 1.408 0.23
H 1.248 -0.604 1.782 0.25
```

For the electronic energy, the calculation gives -3881.74548 a.u. The total charge is -1. The strongest force on any atom is 2.0 eV/A. The calculation puts the LUMO energy at 2.63 eV. Its HOMO-LUMO gap is 6.291 eV.

[3]
The following is a quantum chemistry calculation of one molecule with the formula C17H16BrNO3, from the OMol25 dataset.

XYZ file:
```
38
Properties=species:S:1:pos:R:3:nbo_charge:R:1
O -2.043 -4.160 -0.370 -0.59
C -2.789 -3.232 -0.227 0.80
O -4.092 -3.382 0.035 -0.68
H -4.329 -4.322 0.070 0.50
C -2.419 -1.768 -0.315 -0.51
H -2.811 -1.278 0.579 0.22
H -2.952 -1.355 -1.176 0.25
C -0.911 -1.569 -0.483 -0.31
C -0.562 -0.153 -0.951 0.70
O 0.029 0.048 -1.987 -0.59
N -0.964 0.814 -0.083 -0.64
C -0.740 2.195 -0.133 0.23
C 0.005 2.805 -1.136 -0.27
C 0.194 4.175 -1.111 -0.18
C -0.349 4.948 -0.099 -0.23
C -1.089 4.341 0.902 -0.19
C -1.284 2.973 0.888 -0.28
H -1.861 2.502 1.672 0.20
H -1.517 4.933 1.698 0.21
H -0.198 6.016 -0.087 0.21
H 0.774 4.642 -1.893 0.22
H 0.428 2.206 -1.924 0.26
H -1.475 0.511 0.734 0.39
H -0.565 -2.242 -1.273 0.25
C -0.132 -1.901 0.804 -0.42
C 1.325 -1.593 0.599 -0.04
C 2.123 -2.470 -0.125 -0.14
C 3.449 -2.178 -0.381 -0.25
C 3.977 -0.990 0.093 -0.07
C 3.206 -0.101 0.819 -0.23
C 1.881 -0.410 1.068 -0.20
H 1.280 0.287 1.635 0.21
H 3.631 0.822 1.181 0.23
Br 5.804 -0.574 -0.252 0.05
H 4.064 -2.861 -0.945 0.23
H 1.701 -3.393 -0.494 0.21
H -0.522 -1.325 1.647 0.20
H -0.266 -2.962 1.021 0.24
```

For the electronic energy, the calculation gives -3511.95840 a.u. The strongest force on any atom is 0.7 eV/A. The calculation puts the LUMO energy at 0.38 eV. Its HOMO-LUMO gap is 9.083 eV. As for the SMILES: O=C(O)C[C@H](Cc1ccc(Br)cc1)C(=O)Nc1ccccc1.

[4]
The following is a quantum chemistry calculation of C17H16Cl5MnO6S2 as an isolated structure, from the OMol25 dataset.

XYZ file:
```
47
Properties=species:S:1:pos:R:3:nbo_charge:R:1
Mn 0.889 1.288 -0.317 1.58
Cl 3.094 -0.029 -2.497 0.03
C 3.651 1.325 -1.563 -0.05
C 2.763 1.975 -0.716 -0.42
C 3.217 3.153 -0.134 0.05
Cl 2.110 4.118 0.795 0.03
C 4.521 3.616 -0.297 -0.12
Cl 5.041 5.062 0.478 0.06
C 5.405 2.901 -1.098 -0.07
Cl 7.023 3.442 -1.300 0.06
C 4.962 1.757 -1.753 -0.08
Cl 6.026 0.892 -2.795 0.06
O -1.108 1.143 -0.199 -1.03
S -1.184 1.794 -1.587 2.54
O -2.339 2.614 -1.753 -0.93
O 0.123 2.626 -1.464 -0.95
O -0.957 0.763 -2.581 -1.00
C -0.972 0.234 2.682 -0.73
C -0.164 1.473 2.473 0.71
C -0.653 2.756 3.053 -0.73
O 0.854 1.444 1.790 -0.66
H -1.025 -0.011 3.745 0.24
H -0.547 -0.586 2.114 0.24
H -1.989 0.425 2.329 0.26
H -1.187 2.602 3.989 0.23
H -1.355 3.169 2.321 0.27
H 0.164 3.463 3.176 0.25
C -5.083 -3.129 0.112 -0.63
C -3.649 -2.816 -0.227 0.02
C -2.638 -3.000 0.717 -0.21
C -1.326 -2.679 0.422 -0.22
C -1.015 -2.167 -0.832 -0.21
C -2.004 -1.970 -1.784 -0.18
C -3.313 -2.307 -1.477 -0.20
S 0.643 -1.677 -1.250 1.29
C 1.509 -3.164 -0.792 -0.80
O 1.109 -0.702 -0.140 -1.01
H -5.152 -3.810 0.959 0.22
H -5.601 -3.571 -0.738 0.22
H -5.611 -2.210 0.376 0.23
H -2.885 -3.401 1.692 0.21
H -0.557 -2.821 1.170 0.22
H -1.752 -1.521 -2.735 0.26
H -4.089 -2.149 -2.216 0.22
H 1.351 -3.369 0.263 0.24
H 2.564 -2.978 -0.988 0.25
H 1.138 -3.972 -1.420 0.25
```

For the electronic energy, the calculation gives -5357.21437 a.u. The strongest force on any atom is 0.6 eV/A. The expectation value of S² is 6.0925. The spin multiplicity is 5. The calculation puts the LUMO energy (spin up / spin down) at -1.15 / -0.15 eV. Its HOMO-LUMO gap (spin up / spin down) is 7.855 / 8.835 eV.

[5]
The following is a quantum chemistry calculation of C17H16ClF10IN2O11S2 as an isolated structure, from the OMol25 dataset.

XYZ file:
```
60
Properties=species:S:1:pos:R:3:nbo_charge:R:1
C 3.912 2.775 2.619 -0.62
C 2.986 1.622 2.208 -0.06
O 3.725 0.405 2.316 -0.54
C 3.457 -0.548 1.366 0.36
O 4.670 -0.955 0.703 -0.56
C 5.037 -0.177 -0.341 0.49
F 4.936 1.126 -0.055 -0.34
Cl 4.104 -0.509 -1.817 -0.02
I 7.130 -0.608 -0.744 0.13
C 2.937 -1.843 2.021 -0.07
C 3.522 -2.003 3.417 -0.53
C 5.038 -2.036 3.416 0.43
O 5.667 -1.335 4.186 -0.50
N 1.454 -1.897 2.075 -0.51
N 1.006 -3.011 2.869 -0.38
C 0.243 -2.765 3.806 0.21
S -0.816 -2.530 4.900 0.20
S 0.733 -2.051 0.540 2.22
O 1.691 -2.079 -0.515 -0.88
O -0.156 -3.165 0.535 -0.89
C -0.280 -0.518 0.320 0.40
F -0.724 -0.611 -0.928 -0.28
F 0.455 0.604 0.386 -0.31
C -1.477 -0.320 1.316 0.55
F -2.474 0.287 0.640 -0.30
F -1.971 -1.468 1.774 -0.28
C -1.166 0.620 2.519 0.93
F -1.212 1.898 2.154 -0.29
F -2.110 0.417 3.441 -0.30
F 0.023 0.363 3.063 -0.30
H 4.892 2.546 2.218 0.23
H 3.933 2.919 3.690 0.21
H 3.557 3.673 2.124 0.21
H 2.656 1.821 1.193 0.18
H 2.156 1.610 2.908 0.18
H 2.780 -0.193 0.591 0.19
H 3.307 -2.695 1.453 0.22
H 3.168 -1.219 4.074 0.24
H 3.189 -2.942 3.858 0.25
H 5.586 -2.689 2.716 0.13
C -3.606 -1.997 -2.184 -0.13
C -3.718 -0.509 -2.307 0.44
O -4.882 -0.345 -3.102 -0.51
C -5.680 -1.437 -2.844 0.97
O -6.823 -1.506 -3.127 -0.54
O -4.974 -2.411 -2.213 -0.48
F -2.657 0.011 -2.969 -0.33
H -3.075 -2.442 -3.026 0.21
H -3.126 -2.305 -1.258 0.21
H -3.845 0.012 -1.358 0.16
C -5.143 2.554 -5.098 -0.13
C -3.684 2.337 -4.820 0.44
O -3.142 3.642 -4.914 -0.49
C -4.146 4.506 -4.566 0.96
O -3.987 5.642 -4.286 -0.55
O -5.350 3.871 -4.573 -0.48
F -3.109 1.553 -5.767 -0.33
H -5.367 2.548 -6.165 0.20
H -5.778 1.826 -4.600 0.22
H -3.472 1.929 -3.836 0.16
```

For the electronic energy, the calculation gives -4147.37124 a.u. The strongest force on any atom is 2.4 eV/A. The calculation puts the LUMO energy at -1.20 eV. Its HOMO-LUMO gap is 8.814 eV.

[6]
The following is a quantum chemistry calculation of C17H16CsN3O4 as an isolated structure, from the OMol25 dataset.

XYZ file:
```
41
Properties=species:S:1:pos:R:3:mulliken_charge:R:1
Cs 0.638 -2.050 -0.042 0.79
O -1.315 5.170 0.147 -0.95
C -0.067 4.937 0.071 0.69
C 0.880 6.014 0.107 -0.59
C 2.235 5.817 0.028 -0.29
C 2.772 4.534 -0.098 -0.62
C 1.894 3.470 -0.140 -0.56
C 0.513 3.626 -0.058 -0.14
C -0.291 2.374 -0.130 0.68
O 0.231 1.274 -0.361 -0.67
N -1.624 2.566 0.061 0.16
N -2.649 1.659 -0.145 -0.91
C -2.400 0.419 0.064 -0.13
C -3.414 -0.614 -0.151 0.41
C -4.699 -0.294 -0.567 -0.38
C -5.656 -1.272 -0.786 -0.63
C -5.302 -2.606 -0.585 -0.25
C -4.036 -2.957 -0.177 -0.69
C -3.031 -1.980 0.060 0.07
O -1.846 -2.297 0.419 -0.83
H -1.901 3.563 0.096 0.42
H 0.463 7.011 0.204 0.36
H 2.896 6.681 0.068 0.30
H 3.842 4.377 -0.160 0.36
H 2.258 2.453 -0.241 0.38
H -1.429 0.095 0.416 0.37
H -4.931 0.752 -0.722 0.39
H -6.653 -1.003 -1.111 0.33
H -6.037 -3.390 -0.757 0.32
H -3.766 -3.997 -0.028 0.36
N 4.799 -2.727 0.187 -0.48
C 4.327 -3.496 1.231 0.28
O 4.453 -3.137 2.393 -0.67
C 3.678 -4.795 0.799 0.18
C 2.797 -4.655 -0.444 -1.38
H 4.971 -1.767 0.448 0.25
H 4.209 -2.848 -0.635 0.26
H 3.106 -5.118 1.675 0.26
H 4.522 -5.511 0.711 0.15
H 2.128 -5.526 -0.501 0.17
H 3.436 -4.751 -1.344 0.23
```

For the electronic energy, the calculation gives -1142.80909 a.u. The total charge is -2. The strongest force on any atom is 1.1 eV/A. The calculation puts the LUMO energy at 4.02 eV. Its HOMO-LUMO gap is 5.109 eV.